(1)
{"formula": "C5H12N2O", "method": "wB97M-V/def2-TZVPD", "elements": ["C", "C", "C", "C", "N", "C", "N", "O", "H", "H", "H", "H", "H", "H", "H", "H", "H", "H", "H", "H"], "xyz": [[-0.183, 0.342, 0.430], [-1.494, 0.512, -0.334], [0.469, -1.880, -0.452], [-2.435, 1.481, 0.381], [0.819, -0.472, -0.273], [2.335, -0.310, 0.466], [2.871, 0.277, -0.557], [2.482, -0.776, 1.557], [1.520, 0.090, -1.109], [3.818, 0.627, -0.534], [-0.360, -0.106, 1.414], [0.269, 1.324, 0.593], [-1.992, -0.453, -0.447], [-1.274, 0.880, -1.341], [-0.447, -1.994, -1.034], [1.281, -2.378, -0.980], [0.346, -2.352, 0.526], [-3.375, 1.586, -0.162], [-2.667, 1.130, 1.388], [-1.983, 2.471, 0.469]], "atomic_forces_ev_per_a": [[-0.0246, 0.0154, -0.2154], [0.0425, -0.0026, 0.0865], [0.0547, 0.1285, -0.0903], [0.0737, -0.0689, -0.0411], [1.3082, 0.7433, -0.6258], [-1.0956, -0.5063, -0.6218], [0.5588, 0.6149, -0.3948], [0.2661, 0.1918, 0.2097], [-1.3987, -0.9479, 1.2056], [0.1284, -0.2198, 0.3933], [0.0209, -0.0079, -0.0211], [0.0035, -0.0248, 0.0163], [0.0177, 0.0077, -0.0144], [0.0018, -0.0204, 0.0279], [0.0324, 0.0320, 0.0605], [-0.0056, 0.0185, 0.0212], [-0.0065, 0.0438, -0.0095], [0.0325, 0.0073, 0.0196], [0.0002, 0.0028, -0.0052], [-0.0104, -0.0074, -0.0011]], "lowdin_charge": [-0.1987, -0.2502, -0.0534, -0.1110, -0.1774, -0.5730, 0.0733, 0.0722, 0.1828, 0.0665, 0.1329, 0.1310, 0.0987, 0.1137, 0.0800, 0.0961, 0.0979, 0.0705, 0.0746, 0.0735], "orbital_gap_ev": 10.41, "smiles": "[H]/N=C(\\[O-])[N@@H+](C)CCC", "molar_mass_g_mol": 116.16, "e_lumo_ev": 0.9}

(2)
{"formula": "C5H12N2O", "method": "wB97M-V/def2-TZVPD", "elements": ["C", "C", "C", "C", "N", "N", "C", "O", "H", "H", "H", "H", "H", "H", "H", "H", "H", "H", "H", "H"], "xyz": [[0.087, -0.675, -0.373], [1.639, 0.797, -1.303], [0.825, -1.484, 0.643], [-0.598, 0.433, -0.051], [-2.113, -1.820, 1.519], [1.584, 2.162, -1.478], [-1.017, 1.615, 0.287], [-2.283, -0.908, 0.482], [-0.224, -1.187, -1.279], [-2.668, -2.652, 1.311], [-2.481, -1.417, 2.382], [1.852, 2.783, -0.728], [0.913, 2.525, -2.140], [2.386, 0.457, -0.597], [1.588, 0.231, -2.225], [1.552, -2.151, 0.175], [1.325, -0.853, 1.379], [0.073, -2.090, 1.176], [-2.002, 1.721, 0.724], [-0.438, 2.514, 0.095]], "atomic_forces_ev_per_a": [[0.2820, 0.7890, -0.3616], [0.5273, -0.5307, -0.1588], [-0.0615, -0.0826, 0.1273], [-0.5719, -0.7720, 0.8249], [-0.1945, 0.3571, -0.1832], [-0.1183, 0.2055, -0.0863], [-0.1671, -0.0383, -0.1613], [-0.1978, -0.0393, 0.4211], [0.1225, 0.1466, -0.0460], [0.1630, 0.1486, -0.0855], [0.0288, -0.0109, -0.1671], [-0.2327, -0.2083, -0.1335], [0.1480, 0.0479, 0.2192], [0.0336, 0.0332, -0.0149], [0.0040, -0.0157, -0.0171], [-0.0035, 0.0863, -0.0040], [-0.0178, -0.0144, -0.0506], [0.2082, 0.1068, -0.1179], [0.0291, -0.0484, 0.0713], [0.0187, -0.1605, -0.0760]], "lowdin_charge": [-0.2139, -0.1260, -0.0880, -0.1332, -0.1046, -0.0070, 0.0414, -0.2859, 0.1246, 0.0696, 0.0673, 0.0865, 0.0906, 0.0713, 0.0718, 0.0770, 0.0835, 0.0582, 0.0674, 0.0494], "orbital_gap_ev": [8.10, 5.88], "molar_mass_g_mol": 116.16, "e_lumo_ev": [0.9, 0.4]}

(3)
{"formula": "C5H12N2O", "method": "wB97M-V/def2-TZVPD", "elements": ["C", "C", "N", "C", "O", "H", "H", "H", "H", "H", "H", "H", "C", "C", "N", "H", "H", "H", "H", "H"], "xyz": [[-0.943, 0.055, -2.102], [0.027, 1.257, 1.297], [1.335, 1.511, 1.280], [-1.073, 1.862, 1.748], [0.404, -0.080, -1.672], [1.912, 0.543, 0.589], [1.685, 2.056, 2.060], [-1.590, 0.372, -1.283], [-1.316, -0.873, -2.545], [-0.926, 0.829, -2.863], [-1.000, 2.792, 2.299], [-2.020, 1.351, 1.790], [-0.124, -2.066, -0.309], [0.668, -0.805, -0.554], [1.901, -0.628, -0.131], [2.198, -1.332, 0.535], [-0.159, 0.315, 0.607], [-1.173, -1.841, -0.130], [0.259, -2.597, 0.563], [-0.069, -2.721, -1.181]], "atomic_forces_ev_per_a": [[-0.2135, -0.0531, -0.0429], [-0.2759, -1.6871, -1.8094], [0.9685, -1.3801, -0.9682], [-0.1219, 0.3503, 0.8250], [-0.1652, -0.0326, 1.0296], [-0.7716, 2.1093, 1.2462], [0.2451, -0.2579, -0.3175], [-0.0001, 0.0271, 0.0128], [0.0342, 0.0275, 0.0707], [-0.0432, 0.0126, -0.0091], [0.0074, 0.0347, 0.0454], [-0.1269, -0.0335, -0.3461], [-0.3572, 0.3509, 0.3739], [2.6160, -1.0255, -1.6890], [-1.2918, 0.1047, 0.1444], [-0.2839, -0.1241, 0.1018], [-0.2474, 1.3412, 1.4686], [-0.0824, -0.0352, -0.0016], [0.0080, 0.1265, -0.0975], [0.1016, 0.1443, -0.0371]], "lowdin_charge": [-0.0590, -0.3957, -0.0058, -0.0580, -0.0664, 0.1121, 0.0731, 0.0931, 0.0921, 0.0969, 0.0297, 0.0195, 0.0002, -0.4858, 0.1043, 0.0892, 0.0859, 0.0847, 0.0905, 0.0994], "orbital_gap_ev": 7.74, "molar_mass_g_mol": 116.16, "e_lumo_ev": 0.6}

(4)
{"formula": "C5H12N2O", "method": "wB97M-V/def2-TZVPD", "elements": ["C", "C", "C", "C", "C", "H", "H", "H", "H", "H", "H", "H", "H", "H", "H", "H", "H", "N", "N", "O"], "xyz": [[-0.503, 2.377, 1.579], [0.032, 1.083, 0.914], [-1.960, 0.529, -0.427], [1.202, -0.578, -1.291], [1.446, -2.895, -0.896], [-0.325, 3.192, 0.801], [-1.554, 2.290, 2.196], [0.253, 2.280, 2.511], [0.108, 0.122, 1.789], [1.220, 1.347, 0.926], [-2.501, 0.180, 0.401], [-2.303, 1.680, -0.825], [-1.814, -0.206, -1.404], [1.509, 0.225, -1.929], [1.529, -3.075, 0.302], [1.833, -3.725, -1.487], [0.224, -3.077, -0.858], [-0.479, 0.597, -0.379], [0.103, -0.663, -0.497], [1.979, -1.685, -1.427]], "atomic_forces_ev_per_a": [[0.0010, -1.6246, 2.3434], [2.7600, -1.3404, 2.8602], [2.3142, 1.7978, -6.1683], [-3.5504, -2.6198, 2.9103], [-3.3007, -1.8039, 3.0412], [-0.5912, -0.5432, 1.7758], [2.2179, 0.4844, -2.3153], [-1.5333, 1.4549, -2.0421], [-0.7656, 2.4295, -2.4115], [-2.6225, -0.9079, -0.9899], [-0.6255, -0.6895, 1.1794], [0.5759, -3.4761, 1.2662], [-2.3393, 1.6280, 2.3113], [0.1365, 0.6668, 0.1318], [0.8139, 0.8043, -2.8277], [0.3895, 0.2539, 0.3228], [2.9288, 1.2621, -1.0067], [0.2071, 2.3210, 2.6464], [4.2246, -0.4320, -3.2066], [-1.2407, 0.3348, 0.1793]], "lowdin_charge": [-0.1609, -0.3544, -0.0848, -0.1329, -0.1405, 0.0830, 0.1059, 0.0963, 0.1605, 0.1267, 0.0332, 0.1385, 0.1289, 0.1320, 0.1253, 0.0672, 0.1246, -0.3387, 0.0039, -0.1139], "orbital_gap_ev": 9.27, "smiles": "CCN(C)/N=C/OC", "molar_mass_g_mol": 116.16, "e_lumo_ev": 1.0}